Entry 1:
The following is a DFT calculation (ωB97M-V/def2-TZVPD) of a structure of composition C4H8NiO3.

## Properties
spin multiplicity: 4
<S²>: 3.764
energy relative to the best compared isomer or geometry (same formula, charge and spin): 0.0 kcal per mole
Kohn-Sham gap (spin up / spin down): 9.803 / 8.688 eV
total charge: +1

Atoms and positions in Å:
1 O -1.994 1.237 0.233
2 C -0.957 0.529 -0.032
3 Ni 1.834 0.468 -0.142
4 O 0.171 1.009 -0.007
5 C -3.311 0.621 0.034
6 H -3.935 1.119 0.790
7 H -3.651 0.901 -0.972
8 C -3.246 -0.851 0.214
9 H -3.279 -1.450 -0.697
10 H -1.247 -0.611 -0.262
11 O 3.527 0.496 -0.249
12 C 4.594 -0.373 -0.078
13 H 4.536 -0.924 0.881
14 H 4.658 -1.133 -0.881
15 H 5.558 0.173 -0.077
16 H -3.260 -1.210 1.246

Entry 2:
The following is a DFT calculation (ωB97M-V/def2-TZVPD) of an isolated molecule of C5H5NO2.

## Properties
SMILES string: CC(=O)CC(=O)C#N
spin multiplicity: 1
energy relative to the best compared isomer or geometry (same formula, charge and spin): 40.9 kcal per mole
Kohn-Sham gap: 9.686 eV

Atoms and positions in Å:
1 C 1.454 -0.369 1.237
2 C 0.188 -0.575 0.474
3 O -0.219 -1.679 0.216
4 C -0.685 0.675 0.214
5 C -1.251 0.624 -1.163
6 O -2.367 1.089 -1.273
7 C -0.617 -0.194 -2.177
8 N -0.099 -0.782 -3.004
9 H 1.990 -1.323 1.391
10 H 1.211 0.204 2.202
11 H 2.102 0.210 0.649
12 H -1.542 0.545 0.879
13 H -0.165 1.574 0.356

Entry 3:
The following is a DFT calculation (ωB97M-V/def2-TZVPD) of a cluster of 7 separate species, C21H42O21 in total.

## Properties
SMILES string: COC(=O)OC.COC(=O)OC.COC(=O)OC.COC(=O)OC.COC(=O)OC.COC(=O)OC.COC(=O)OC
spin multiplicity: 1
energy relative to the best compared isomer or geometry (same formula, charge and spin): 117.0 kcal per mole
Kohn-Sham gap: 11.254 eV

Atoms and positions in Å:
1 C -0.432 1.623 1.739
2 O 0.798 1.584 0.996
3 C 0.913 1.718 -0.370
4 O -0.018 1.633 -1.169
5 O 2.173 1.846 -0.642
6 C 2.572 1.873 -2.018
7 H -0.741 0.606 1.983
8 H -1.301 1.944 1.165
9 H -0.270 2.244 2.620
10 H 3.603 2.227 -2.055
11 H 1.958 2.580 -2.575
12 H 2.519 0.939 -2.576
13 C -11.420 3.657 9.754
14 O -9.998 3.340 9.707
15 C -9.559 2.181 10.178
16 O -10.082 1.387 10.983
17 O -8.352 2.088 9.534
18 C -7.730 0.829 9.483
19 H -11.662 4.237 8.864
20 H -11.593 4.270 10.638
21 H -12.138 2.839 9.814
22 H -7.430 0.619 10.510
23 H -6.817 0.893 8.891
24 H -8.341 -0.011 9.151
25 C -7.513 -1.984 0.176
26 O -8.812 -1.843 0.878
27 C -8.881 -1.543 2.221
28 O -7.927 -1.380 2.948
29 O -10.054 -1.770 2.479
30 C -10.562 -2.027 3.755
31 H -6.641 -1.998 0.830
32 H -7.159 -1.195 -0.488
33 H -7.491 -2.865 -0.465
34 H -11.546 -1.559 3.771
35 H -9.981 -1.545 4.542
36 H -10.757 -3.088 3.908
37 C 15.612 2.154 -8.308
38 O 14.324 2.497 -8.758
39 C 13.224 2.152 -8.006
40 O 13.331 1.395 -7.061
41 O 12.148 2.797 -8.407
42 C 10.833 2.470 -7.819
43 H 16.299 2.703 -8.951
44 H 15.962 1.136 -8.480
45 H 15.935 2.255 -7.272
46 H 10.806 1.404 -7.593
47 H 9.969 2.647 -8.458
48 H 10.619 2.908 -6.844
49 C 7.407 -6.416 -4.982
50 O 7.799 -6.259 -6.352
51 C 7.550 -5.074 -6.907
52 O 7.373 -3.978 -6.379
53 O 7.952 -5.113 -8.300
54 C 7.867 -3.927 -9.166
55 H 6.327 -6.339 -4.857
56 H 7.879 -5.648 -4.370
57 H 7.664 -7.419 -4.643
58 H 6.931 -3.457 -8.866
59 H 7.881 -4.330 -10.179
60 H 8.727 -3.264 -9.073
61 C -2.185 5.681 11.905
62 O -1.736 5.771 10.580
63 C -1.294 6.922 10.098
64 O -1.390 8.009 10.620
65 O -0.743 6.668 8.954
66 C 0.249 7.575 8.475
67 H -2.730 4.771 12.156
68 H -2.908 6.430 12.230
69 H -1.283 5.546 12.502
70 H -0.014 8.605 8.713
71 H 0.489 7.459 7.418
72 H 1.250 7.470 8.893
73 C -1.573 -3.672 -7.022
74 O -2.415 -4.725 -7.358
75 C -2.293 -5.855 -6.704
76 O -1.508 -6.078 -5.787
77 O -3.105 -6.719 -7.325
78 C -3.142 -8.092 -6.779
79 H -1.836 -3.175 -6.088
80 H -1.742 -2.971 -7.841
81 H -0.506 -3.886 -6.963
82 H -3.910 -8.791 -7.110
83 H -3.261 -8.082 -5.696
84 H -2.160 -8.510 -7.000

Entry 4:
The following is a DFT calculation (ωB97M-V/def2-TZVPD) of an isolated molecule of C5H7NOS.

## Properties
SMILES string: C/C=C1/CSC(=O)N1
spin multiplicity: 1
energy relative to the best compared isomer or geometry (same formula, charge and spin): 0.2 kcal per mole
Kohn-Sham gap: 9.251 eV

Atoms and positions in Å:
1 C 2.208 0.630 -0.007
2 C 1.178 -0.476 -0.010
3 C -0.140 -0.320 -0.002
4 C -1.133 -1.484 -0.009
5 S -2.804 -0.793 -0.004
6 C -2.213 0.905 -0.004
7 O -2.910 1.879 -0.007
8 N -0.829 0.887 -0.003
9 H 2.847 0.559 -0.868
10 H 2.848 0.517 0.874
11 H 1.758 1.634 -0.002
12 H 1.551 -1.499 -0.012
13 H -0.990 -2.103 0.899
14 H -1.000 -2.120 -0.876
15 H -0.370 1.783 0.031

Entry 5:
The following is a DFT calculation (ωB97M-V/def2-TZVPD) of a cluster of 2 separate species, C11H24N4O4P in total.

## Properties
spin multiplicity: 1
Kohn-Sham gap: 9.651 eV
total charge: +1

Atoms and positions in Å:
1 C 1.125 -1.438 0.458
2 C 0.068 -2.505 0.354
3 N -0.309 -3.215 1.338
4 C -0.572 -2.795 -0.984
5 C -1.715 -1.856 -1.414
6 C -1.503 -0.351 -1.272
7 N -1.758 0.138 0.083
8 C -2.667 -0.430 0.866
9 N -2.949 0.219 2.035
10 N -3.297 -1.581 0.571
11 P -3.423 -2.660 1.969
12 O -4.623 -2.478 2.785
13 C -3.059 -2.186 -0.773
14 H 2.134 -1.852 0.400
15 H 1.021 -0.657 -0.297
16 H 1.039 -0.949 1.435
17 H 0.194 -2.963 2.191
18 H -0.979 -3.807 -0.925
19 H 0.190 -2.809 -1.769
20 H -1.851 -2.011 -2.488
21 H -0.507 -0.034 -1.579
22 H -2.192 0.158 -1.951
23 H -0.952 0.443 0.616
24 H -3.316 1.155 1.988
25 H -2.795 -0.194 2.942
26 H -2.235 -2.392 2.655
27 H -3.301 -3.884 1.313
28 H -3.864 -1.832 -1.420
29 H -3.201 -3.262 -0.674
30 C 3.750 3.405 -2.796
31 C 4.299 2.481 -1.733
32 O 4.088 3.007 -0.407
33 C 2.874 2.863 0.095
34 O 1.941 2.301 -0.434
35 O 2.847 3.442 1.293
36 C 1.582 3.433 1.952
37 H 4.168 4.405 -2.681
38 H 4.013 3.029 -3.785
39 H 2.666 3.478 -2.731
40 H 5.379 2.388 -1.818
41 H 3.865 1.483 -1.799
42 H 1.186 2.420 2.014
43 H 0.875 4.075 1.428
44 H 1.764 3.820 2.949

Entry 6:
The following is a DFT calculation (ωB97M-V/def2-TZVPD) of the ion C4H3N2O3 with charge -1.

## Properties
SMILES string: CN1C(=O)C(=O)N=C1[O-]
spin multiplicity: 1
energy relative to the best compared isomer or geometry (same formula, charge and spin): 0.4 kcal per mole
Kohn-Sham gap: 8.781 eV
total charge: -1

Atoms and positions in Å:
1 C -0.082 -0.098 -0.110
2 N 0.233 1.129 0.564
3 C 1.372 1.648 0.895
4 O 2.502 1.309 0.584
5 C 1.007 2.993 1.588
6 O 1.780 3.838 1.999
7 N -0.457 2.980 1.768
8 C -0.926 1.968 1.134
9 O -2.063 1.550 0.953
10 H 0.028 -1.020 0.527
11 H -1.199 -0.173 -0.467
12 H 0.572 -0.228 -0.978

Entry 7:
The following is a DFT calculation (ωB97M-V/def2-TZVPD) of a structure of composition C31H39N8P2S3Tc.

## Properties
spin multiplicity: 4
<S²>: 3.789
energy relative to the best compared isomer or geometry (same formula, charge and spin): 0.0 kcal per mole
Kohn-Sham gap (spin up / spin down): 6.485 / 4.743 eV
total charge: +3

Atoms and positions in Å:
1 Tc 0.083 -0.248 -0.355
2 N -3.390 -0.093 -3.123
3 C -2.524 -0.164 -2.118
4 S -0.804 -0.240 -2.549
5 N -2.974 -0.154 -0.891
6 N -1.972 -0.216 0.031
7 C -2.316 -0.209 1.271
8 C -1.241 -0.240 2.260
9 C -1.476 -0.223 3.611
10 C -0.392 -0.244 4.479
11 C 0.897 -0.297 3.964
12 C 1.067 -0.319 2.599
13 N 0.015 -0.282 1.756
14 H -3.094 -0.150 -4.082
15 H -4.380 -0.079 -2.920
16 H -3.364 -0.169 1.541
17 H -2.497 -0.192 3.968
18 H -0.549 -0.219 5.552
19 H 1.765 -0.324 4.612
20 H 2.051 -0.384 2.156
21 C 3.528 0.839 0.310
22 P 2.455 0.139 -0.988
23 C 3.471 -1.192 -1.678
24 C 2.334 1.448 -2.228
25 C 3.228 1.561 -3.288
26 C 3.124 2.635 -4.162
27 C 2.142 3.598 -3.969
28 C 1.248 3.491 -2.908
29 C 1.331 2.408 -2.038
30 P 0.172 2.210 -0.640
31 C 0.823 3.293 0.682
32 C -1.389 2.968 -1.155
33 H 4.381 1.289 -0.196
34 H 3.890 0.056 0.981
35 H 3.016 1.604 0.889
36 H 4.495 -0.833 -1.744
37 H 3.123 -1.487 -2.668
38 H 3.444 -2.063 -1.019
39 H 4.008 0.825 -3.442
40 H 3.815 2.721 -4.992
41 H 2.063 4.435 -4.655
42 H 0.491 4.258 -2.775
43 H 1.617 3.903 0.257
44 H 1.201 2.725 1.530
45 H 0.006 3.916 1.041
46 H -1.617 2.684 -2.181
47 H -1.278 4.050 -1.086
48 H -2.200 2.667 -0.490
49 S 0.779 -6.902 -0.307
50 C 0.619 -5.198 -0.408
51 C 0.162 -4.521 0.739
52 C 0.038 -3.166 0.724
53 N 0.327 -2.398 -0.362
54 C 0.757 -3.057 -1.476
55 C 0.915 -4.411 -1.537
56 C 1.285 -7.345 -1.947
57 C 0.366 -7.370 -2.984
58 C 0.825 -7.756 -4.237
59 N 2.092 -8.109 -4.484
60 C 2.946 -8.105 -3.457
61 C 2.594 -7.729 -2.163
62 H -0.098 -5.065 1.639
63 H -0.316 -2.653 1.607
64 H 0.959 -2.463 -2.355
65 H 1.256 -4.862 -2.462
66 H -0.676 -7.119 -2.822
67 H 0.143 -7.794 -5.078
68 H 3.962 -8.415 -3.675
69 H 3.319 -7.749 -1.358
70 C -5.078 4.117 3.053
71 N -3.776 4.537 3.544
72 C -3.674 5.634 4.526
73 C -2.160 5.779 4.736
74 N -1.634 4.703 3.878
75 C -2.587 4.046 3.197
76 S -2.293 2.791 2.072
77 H -5.554 4.930 2.502
78 H -5.720 3.842 3.891
79 H -4.953 3.265 2.395
80 H -4.199 5.369 5.442
81 H -4.129 6.538 4.126
82 H -1.875 5.626 5.772
83 H -1.793 6.750 4.418
84 H -0.660 4.559 3.700

Entry 8:
The following is a DFT calculation (ωB97M-V/def2-TZVPD) of a cluster of 9 separate species, C43H45N8O17 in total.

## Properties
spin multiplicity: 1
energy relative to the best compared isomer or geometry (same formula, charge and spin): 61.4 kcal per mole
Kohn-Sham gap: 6.987 eV
total charge: -1

Atoms and positions in Å:
1 C 0.296 7.479 2.238
2 O -0.364 8.192 3.044
3 O 0.738 8.025 1.094
4 O 0.750 6.301 2.518
5 H 0.474 8.914 1.445
6 C 4.397 4.479 0.920
7 C 3.501 5.719 1.298
8 C 4.222 6.797 2.054
9 C 5.693 6.644 2.417
10 C 6.597 5.538 1.661
11 C 5.785 4.393 0.868
12 N 6.345 7.659 3.261
13 O 7.663 7.431 3.276
14 O 5.766 8.450 3.930
15 H 3.954 3.617 0.253
16 H 2.511 5.409 1.213
17 H 3.693 7.651 2.310
18 H 7.666 5.476 1.897
19 H 6.482 3.895 0.306
20 C 1.234 2.145 2.177
21 C 0.807 3.063 3.326
22 C 0.659 2.656 4.741
23 C 0.905 1.165 5.102
24 C 1.622 0.333 4.017
25 C 1.636 0.816 2.519
26 N 0.744 0.565 6.444
27 O 1.544 -0.412 6.819
28 O -0.136 1.019 7.127
29 H 1.351 2.426 1.141
30 H 0.611 4.135 2.891
31 H 0.239 3.442 5.372
32 H 1.967 -0.557 4.405
33 H 2.086 0.171 1.794
34 C 2.084 11.239 3.709
35 C 1.265 12.376 4.391
36 C 1.970 13.311 5.415
37 C 3.391 13.000 5.870
38 C 4.051 11.635 5.373
39 C 3.356 10.811 4.340
40 N 4.129 13.787 6.927
41 O 3.536 14.796 7.404
42 O 5.261 13.447 7.279
43 H 1.662 10.588 2.922
44 H 0.451 12.541 4.011
45 H 1.503 14.032 6.151
46 H 5.132 11.454 5.800
47 H 3.952 10.033 3.706
48 C 0.805 8.196 6.474
49 C 0.352 6.809 7.003
50 C 0.757 6.493 8.418
51 C 1.842 7.425 9.183
52 C 2.128 8.783 8.592
53 C 1.562 9.116 7.200
54 N 2.525 6.882 10.275
55 O 3.701 7.405 10.416
56 O 1.936 6.325 11.159
57 H 0.477 8.477 5.513
58 H -0.223 6.264 6.430
59 H 0.463 5.502 8.988
60 H 2.831 9.410 9.110
61 H 1.685 10.091 6.779
62 C 2.900 6.322 -2.745
63 C 2.804 6.079 -4.206
64 C 2.239 7.274 -5.063
65 C 1.499 8.472 -4.365
66 C 1.692 8.573 -2.810
67 C 2.407 7.439 -2.101
68 N 1.110 9.645 -5.193
69 O 1.314 9.580 -6.415
70 O 0.547 10.495 -4.580
71 H 3.252 5.503 -2.072
72 H 3.460 5.390 -4.660
73 H 2.121 7.167 -6.080
74 H 1.299 9.242 -2.269
75 H 2.386 7.439 -1.145
76 C 3.340 5.791 4.787
77 C 3.987 4.384 4.687
78 C 5.203 4.021 5.428
79 C 5.840 5.196 6.281
80 C 5.062 6.484 6.477
81 C 3.819 6.724 5.655
82 N 7.111 5.025 6.926
83 O 7.707 3.895 7.009
84 O 7.617 6.039 7.523
85 H 2.631 6.060 4.081
86 H 3.739 3.834 3.760
87 H 5.656 2.983 5.451
88 H 5.395 7.340 7.103
89 H 3.177 7.756 5.709
90 C -1.562 10.997 0.426
91 O -0.347 11.219 0.633
92 N -2.334 11.136 -0.605
93 C -3.800 11.094 -0.729
94 C -1.646 11.525 -1.919
95 H -2.125 10.826 1.277
96 H -4.342 11.266 -1.548
97 H -4.005 11.587 0.202
98 H -3.867 9.988 -0.779
99 H -0.826 10.914 -2.086
100 H -1.308 12.519 -1.689
101 H -2.355 11.392 -2.704
102 C -2.431 10.641 4.454
103 O -2.056 11.826 4.591
104 N -3.722 10.222 4.212
105 C -3.821 8.810 3.806
106 C -4.882 11.064 3.837
107 H -1.707 9.831 4.564
108 H -3.120 8.625 2.864
109 H -4.993 8.325 3.865
110 H -3.269 8.255 4.514
111 H -5.894 10.693 3.815
112 H -4.624 11.699 2.961
113 H -4.709 11.909 4.592

Going through the records in order, we get energy values of -51452.4124, -10849.5405, -65450.7661, -19671.5950, -35229.8262, -13321.5845, -97961.4361, -92011.2569 eV.
Going through the records in order, we get max |F| values of 0.0597, 0.0579, 0.1339, 0.0166, 0.0255, 0.0836, 0.0183, 0.2874 Eh/bohr.